Entry 1:
{
  "formula": "C7H18N2O",
  "method": "ωB97M-V/def2-TZVPD",
  "relative_energy_kj_mol": 296.51,
  "gap_ev": 9.499,
  "smiles": "[H]/N=C/[C@@H](C)N.CC(C)CO",
  "total_energy_ha": -462.1689,
  "e_lumo_ha": 0.033,
  "symbols": ["C", "C", "N", "C", "N", "H", "H", "H", "H", "H", "H", "H", "H", "C", "C", "C", "C", "O", "H", "H", "H", "H", "H", "H", "H", "H", "H", "H"],
  "xyz": [[-2.207, 0.175, -0.565], [-2.317, -1.333, -0.331], [-2.056, 0.869, 0.708], [-1.099, 0.533, -1.515], [-0.435, 1.628, -1.390], [-3.128, 0.485, -1.102], [-1.789, 1.829, 0.535], [-2.925, 0.866, 1.224], [0.179, 1.814, -2.178], [-1.001, -0.118, -2.384], [-3.200, -1.555, 0.266], [-1.445, -1.695, 0.208], [-2.393, -1.866, -1.277], [1.130, -0.142, 0.912], [1.294, -0.965, -0.680], [1.289, 1.316, 0.783], [2.177, -0.806, 1.793], [1.941, -0.151, -1.624], [2.556, 0.431, -1.159], [0.121, -0.381, 1.241], [0.430, -1.400, -1.178], [1.931, -1.804, -0.381], [0.731, 1.870, 1.532], [0.566, 1.656, -0.218], [2.319, 1.661, 0.716], [2.129, -0.396, 2.802], [2.017, -1.882, 1.859], [3.183, -0.638, 1.403]],
  "mulliken_charge": [0.640, -1.500, -0.553, -0.595, -0.612, 0.315, 0.230, 0.243, 0.283, 0.479, 0.390, 0.270, 0.373, 0.864, -0.756, -1.471, -1.642, -0.540, 0.367, 0.165, 0.255, 0.504, 0.376, 0.283, 0.444, 0.440, 0.413, 0.336]
}


Entry 2:
{
  "formula": "C7H18N2O2PS",
  "method": "ωB97M-V/def2-TZVPD",
  "relative_energy_kj_mol": 112.08,
  "gap_ev": 8.885,
  "total_charge": 1,
  "total_energy_ha": -1276.6836,
  "e_lumo_ha": -0.117,
  "symbols": ["C", "C", "C", "C", "C", "C", "C", "N", "N", "O", "O", "P", "S", "H", "H", "H", "H", "H", "H", "H", "H", "H", "H", "H", "H", "H", "H", "H", "H", "H", "H"],
  "xyz": [[-0.771, 0.269, 3.594], [0.373, -3.077, -3.510], [1.729, 2.463, -3.030], [-1.938, -1.187, 5.369], [0.148, 2.619, 3.605], [-0.730, -2.340, -2.756], [0.661, 1.775, -2.200], [0.197, -0.674, 0.740], [-1.240, -0.388, 4.443], [-0.286, -2.011, -1.416], [0.820, 0.366, -2.027], [-0.553, -0.566, -0.645], [0.096, 1.160, 2.457], [0.335, -4.113, -3.440], [0.166, -2.676, -4.501], [1.319, -2.707, -3.171], [1.677, 2.313, -4.198], [1.748, 3.580, -2.865], [2.773, 2.205, -2.602], [-2.910, -0.630, 5.604], [-1.518, -1.291, 6.285], [-1.928, -2.229, 4.943], [-0.100, 2.290, 4.576], [-0.600, 3.439, 3.251], [1.037, 3.222, 3.445], [-1.650, -2.918, -2.750], [-0.874, -1.509, -3.316], [-0.279, 2.110, -2.675], [0.644, 2.134, -1.131], [0.617, -1.616, 0.736], [1.040, -0.013, -2.816]],
  "mulliken_charge": [0.347, -1.120, -1.150, -0.625, -0.937, -0.399, -0.017, -0.460, 0.022, -0.313, -0.292, 0.126, 0.283, 0.369, 0.315, 0.319, 0.314, 0.363, 0.293, 0.295, 0.316, 0.310, 0.310, 0.311, 0.341, 0.402, 0.355, 0.280, 0.174, 0.193, 0.276]
}


Entry 3:
{
  "formula": "C7H18N2P",
  "method": "ωB97M-V/def2-TZVPD",
  "relative_energy_kj_mol": 2.49,
  "gap_ev": 7.597,
  "total_charge": 1,
  "total_energy_ha": -728.0687,
  "e_lumo_ha": -0.155,
  "symbols": ["C", "C", "C", "C", "C", "C", "C", "N", "N", "P", "H", "H", "H", "H", "H", "H", "H", "H", "H", "H", "H", "H", "H", "H", "H", "H", "H", "H"],
  "xyz": [[2.057, -2.202, 1.137], [0.933, 2.179, 2.640], [-0.386, -1.811, -3.115], [1.138, 1.227, 1.465], [-0.894, 1.562, 0.127], [-1.852, 0.779, -0.782], [-1.245, -1.177, -2.113], [-0.093, 0.653, 0.931], [-1.108, 0.054, -1.780], [0.532, -1.890, 0.551], [2.283, -2.353, 2.177], [2.889, -2.253, 0.455], [0.372, 1.687, 3.431], [1.897, 2.472, 3.043], [0.402, 3.078, 2.339], [-0.558, -1.371, -4.100], [-0.565, -2.879, -3.181], [0.666, -1.638, -2.880], [1.660, 1.733, 0.651], [1.761, 0.387, 1.785], [-0.222, 2.166, -0.491], [-1.496, 2.253, 0.733], [-2.521, 1.486, -1.283], [-2.446, 0.077, -0.196], [-2.034, -1.748, -1.637], [-0.173, -1.986, 1.761], [-0.652, 0.323, 1.714], [-0.351, 0.585, -2.210]],
  "mulliken_charge": [-0.682, -1.225, -1.213, -0.400, -0.918, -0.691, 0.219, -0.060, 0.018, 0.062, 0.336, 0.291, 0.339, 0.395, 0.322, 0.414, 0.338, 0.348, 0.343, 0.244, 0.430, 0.368, 0.339, 0.360, 0.395, 0.022, 0.331, 0.277]
}


Entry 4:
{
  "formula": "C7H18N3O2ReTe",
  "method": "ωB97M-V/def2-TZVPD",
  "relative_energy_kj_mol": 57.11,
  "gap_ev": [7.652, 7.483],
  "total_charge": 1,
  "total_energy_ha": -938.2427,
  "multiplicity": 2,
  "e_lumo_ha": [-0.179, -0.164],
  "symbols": ["Re", "N", "N", "C", "O", "O", "H", "H", "H", "C", "C", "C", "C", "N", "H", "H", "H", "H", "H", "H", "H", "H", "H", "C", "Te", "C", "H", "H", "H", "H", "H", "H"],
  "xyz": [[0.069, 0.318, -0.238], [-1.618, 0.170, -1.642], [-1.661, -1.230, -1.904], [-1.322, -2.088, -0.830], [-1.626, -3.245, -0.872], [-0.652, -1.482, 0.105], [-2.500, 0.499, -1.219], [-1.508, 0.658, -2.536], [-2.364, -1.580, -2.543], [3.701, 0.367, -0.105], [2.765, -0.266, 0.954], [2.550, -1.760, 0.630], [3.357, -0.083, 2.361], [1.542, 0.382, 0.810], [4.671, -0.119, -0.068], [3.830, 1.427, 0.102], [3.278, 0.237, -1.101], [3.496, -2.290, 0.638], [2.090, -1.863, -0.357], [1.884, -2.192, 1.371], [4.357, -0.503, 2.390], [2.742, -0.596, 3.096], [3.412, 0.970, 2.628], [1.210, 3.655, 1.087], [0.800, 2.877, -0.877], [-1.156, 3.773, -1.065], [1.544, 4.687, 1.008], [1.995, 3.029, 1.504], [0.314, 3.578, 1.697], [-1.601, 3.848, -0.077], [-1.768, 3.152, -1.713], [-1.058, 4.758, -1.508]],
  "mulliken_charge": [0.923, -0.583, -0.254, 0.594, -0.542, -0.606, 0.358, 0.351, 0.272, -1.500, 1.395, -1.603, -1.493, -0.130, 0.421, 0.382, 0.342, 0.444, 0.332, 0.420, 0.390, 0.402, 0.346, -0.802, 0.212, -0.964, 0.413, 0.135, 0.357, 0.349, 0.282, 0.359]
}


Entry 5:
{
  "formula": "C7H18N3OP2",
  "method": "ωB97M-V/def2-TZVPD",
  "relative_energy_kj_mol": 0.00,
  "gap_ev": 7.086,
  "total_charge": 1,
  "total_energy_ha": -1199.4865,
  "e_lumo_ha": -0.212,
  "symbols": ["C", "C", "C", "C", "C", "C", "C", "N", "N", "N", "O", "P", "P", "H", "H", "H", "H", "H", "H", "H", "H", "H", "H", "H", "H", "H", "H", "H", "H", "H", "H"],
  "xyz": [[-2.294, -0.919, 0.047], [-2.520, 0.416, 2.171], [-0.974, -1.755, -1.947], [-1.264, 2.196, -1.220], [1.050, 2.422, -0.495], [3.317, -0.202, 1.138], [2.013, -2.476, 0.279], [-1.921, 0.139, 0.895], [-1.187, -0.898, -0.805], [-0.120, 1.572, -0.584], [-3.264, -1.604, 0.038], [2.288, -0.754, -0.268], [-0.263, 0.130, 0.200], [-2.088, 1.328, 2.578], [-3.588, 0.565, 2.003], [-2.399, -0.404, 2.882], [-1.474, -2.711, -1.779], [-1.394, -1.294, -2.845], [0.093, -1.913, -2.106], [-0.979, 2.535, -2.218], [-2.080, 1.480, -1.310], [-1.614, 3.060, -0.648], [0.796, 3.383, -0.040], [1.812, 1.939, 0.114], [1.453, 2.610, -1.493], [3.670, 0.818, 1.000], [4.189, -0.859, 1.182], [2.792, -0.279, 2.089], [1.211, -2.949, -0.282], [1.805, -2.541, 1.346], [2.931, -3.036, 0.078]],
  "mulliken_charge": [0.302, -0.916, -0.877, -1.055, -0.803, -1.073, -1.032, 0.030, 0.197, 0.183, -0.559, 0.361, 0.167, 0.354, 0.328, 0.317, 0.342, 0.294, 0.288, 0.369, 0.367, 0.336, 0.343, 0.130, 0.315, 0.380, 0.427, 0.380, 0.340, 0.335, 0.427]
}


Entry 6:
{
  "formula": "C7H18N4O",
  "method": "ωB97M-V/def2-TZVPD",
  "relative_energy_kj_mol": 0.00,
  "gap_ev": 9.828,
  "total_charge": 2,
  "total_energy_ha": -571.1055,
  "e_lumo_ha": -0.205,
  "symbols": ["C", "C", "C", "C", "C", "C", "C", "N", "N", "N", "N", "O", "H", "H", "H", "H", "H", "H", "H", "H", "H", "H", "H", "H", "H", "H", "H", "H", "H", "H"],
  "xyz": [[3.792, 0.597, -0.171], [-0.352, 0.399, 0.962], [-1.075, -1.720, 0.355], [-1.181, 1.017, -0.080], [-2.192, -1.099, -0.501], [-3.568, 1.153, -0.787], [1.457, -1.060, 0.394], [0.147, -0.846, 0.524], [4.766, 0.636, 0.704], [3.887, 1.189, -1.339], [-2.469, 0.313, -0.069], [1.872, -2.152, -0.243], [0.585, 0.959, 1.281], [-0.930, 0.396, 1.877], [-1.531, -1.647, 1.300], [-0.744, -2.804, 0.356], [-1.249, 2.112, 0.149], [-0.697, 0.882, -1.059], [-2.064, -1.096, -1.587], [-3.073, -1.744, -0.279], [-4.437, 0.962, -0.199], [-3.132, 2.101, -0.952], [-3.715, 0.515, -1.735], [2.718, 0.286, 0.180], [4.799, 0.387, 1.696], [5.518, 1.194, 0.354], [3.129, 1.090, -1.926], [4.608, 1.725, -1.813], [-2.660, 0.148, 0.922], [2.809, -2.335, -0.141]],
  "mulliken_charge": [0.521, -1.195, -0.861, -0.409, -0.695, -0.737, -0.096, 0.318, -0.310, -0.330, -0.028, -0.405, 0.429, 0.360, 0.505, 0.432, 0.523, 0.352, 0.436, 0.394, 0.382, 0.373, 0.309, -0.009, 0.268, 0.233, 0.214, 0.223, 0.390, 0.415]
}


Entry 7:
{
  "formula": "C7H18NO",
  "method": "ωB97M-V/def2-TZVPD",
  "relative_energy_kj_mol": 195.19,
  "gap_ev": 12.056,
  "smiles": "CCC[C@H](C)[NH2+]OCC",
  "total_charge": 1,
  "total_energy_ha": -407.1925,
  "e_lumo_ha": -0.114,
  "symbols": ["C", "C", "C", "C", "C", "N", "O", "C", "C", "H", "H", "H", "H", "H", "H", "H", "H", "H", "H", "H", "H", "H", "H", "H", "H", "H", "H"],
  "xyz": [[-0.182, -1.881, -3.137], [-0.906, -1.663, -1.801], [-0.113, -0.771, -0.845], [-0.751, -0.676, 0.531], [-2.040, 0.113, 0.574], [0.282, -0.078, 1.508], [-0.014, 1.211, 1.966], [0.844, 2.207, 1.362], [2.297, 2.127, 1.830], [-0.637, -1.299, -3.933], [-0.206, -2.926, -3.433], [0.864, -1.584, -3.080], [-1.877, -1.210, -1.987], [-1.066, -2.624, -1.310], [-0.020, 0.228, -1.280], [0.899, -1.186, -0.765], [-0.931, -1.683, 0.911], [-2.436, 0.190, 1.583], [-1.920, 1.112, 0.163], [-2.770, -0.424, -0.024], [1.197, -0.087, 1.047], [0.355, -0.663, 2.340], [0.754, 2.144, 0.277], [0.375, 3.135, 1.672], [2.975, 2.221, 0.986], [2.505, 1.163, 2.296], [2.521, 2.906, 2.548]],
  "mulliken_charge": [-1.230, -0.513, -0.742, 0.203, -1.470, 0.018, -0.278, -0.168, -1.054, 0.330, 0.335, 0.352, 0.299, 0.332, 0.245, 0.513, 0.320, 0.448, 0.293, 0.455, 0.341, 0.356, 0.212, 0.417, 0.351, 0.331, 0.304]
}


Entry 8:
{
  "formula": "C7H18NSi",
  "method": "ωB97M-V/def2-TZVPD",
  "relative_energy_kj_mol": 242.42,
  "gap_ev": 10.185,
  "smiles": "C=C[Si](C)(C)C[NH+](C)C",
  "total_charge": 1,
  "total_energy_ha": -621.4517,
  "e_lumo_ha": -0.112,
  "symbols": ["C", "C", "C", "C", "C", "C", "C", "N", "Si", "H", "H", "H", "H", "H", "H", "H", "H", "H", "H", "H", "H", "H", "H", "H", "H", "H", "H"],
  "xyz": [[-1.931, 2.250, 0.429], [-1.813, 1.240, -0.469], [3.025, -0.313, 0.700], [1.547, 1.266, -0.827], [-0.923, -1.311, -1.729], [-2.295, -1.488, 0.963], [0.549, -0.278, 0.923], [1.724, -0.002, 0.016], [-1.133, -0.444, -0.089], [-2.434, 3.119, 0.235], [-1.710, 1.979, 1.538], [-2.019, 1.612, -1.459], [3.233, 0.241, 1.618], [3.100, -1.407, 0.958], [3.799, 0.091, -0.005], [1.587, 2.128, -0.157], [2.411, 1.414, -1.263], [0.679, 1.093, -1.435], [-0.639, -2.346, -1.541], [-1.893, -1.218, -2.105], [-0.171, -0.857, -2.292], [-1.673, -2.447, 1.074], [-2.520, -0.913, 1.957], [-3.247, -1.621, 0.432], [0.666, -1.350, 1.347], [0.422, 0.376, 1.877], [1.658, -0.813, -0.695]],
  "mulliken_charge": [-0.798, 0.044, -0.719, -0.872, -1.188, -0.930, -0.659, -0.076, -0.078, 0.395, 0.122, 0.416, 0.345, 0.332, 0.310, 0.362, 0.435, 0.361, 0.314, 0.380, 0.512, 0.266, 0.267, 0.345, 0.369, 0.360, 0.387]
}